(1)
The following is a DFT calculation (wB97M-V/def2-TZVPD) of a molecular structure, C30H35BMnN10O2Te.

```
80
Properties=species:S:1:pos:R:3:forces:R:3
H 0.31047 4.46119 1.99960 -0.001 0.010 0.004
H 0.44480 2.13964 -5.36591 -0.007 -0.005 0.003
C 0.79029 -0.20943 3.60779 0.002 0.008 0.015
C 1.74971 -2.07269 4.25697 -0.027 0.014 0.014
H -0.97368 1.26381 -4.79106 -0.001 -0.003 -0.003
H -1.18526 3.69768 -4.26587 -0.001 -0.001 0.014
C 1.17589 3.82687 1.87266 0.023 0.032 -0.001
H -1.36792 3.35833 -1.69129 -0.016 0.019 0.018
H -7.25114 -2.23444 1.70606 0.001 -0.006 -0.001
H 4.38174 0.32994 -0.73481 0.005 -0.008 -0.014
H 0.24422 0.71513 3.51916 -0.002 0.000 0.020
N 1.89371 -1.92514 2.93245 -0.052 -0.032 0.039
Te -2.64752 -1.03211 1.45371 -0.002 -0.131 0.073
C -7.89084 -0.32616 0.97238 0.004 0.000 0.002
H 1.29200 -1.68310 -2.91611 0.004 0.008 -0.004
H -3.41055 1.46315 0.79108 -0.002 -0.027 -0.011
H 2.15063 -2.93828 4.75701 -0.001 -0.001 -0.002
N 0.79759 1.02516 -3.66730 -0.076 0.001 0.045
H 0.35102 3.63240 -3.39292 -0.007 0.000 -0.009
C 4.92064 -2.36061 1.00816 0.041 -0.015 0.019
C -0.53446 3.05568 -3.67178 0.020 0.057 0.003
C 4.40521 -0.55553 -0.11953 0.006 0.009 -0.092
N 3.28497 -0.99517 0.44823 0.080 0.057 0.017
C 2.84314 -0.28791 -3.40190 0.050 0.004 0.039
C -3.71239 0.49250 0.40286 -0.021 0.022 0.030
N 1.30817 -0.78148 2.52760 0.045 0.007 0.031
H 2.44078 1.19729 -4.92784 0.003 -0.005 0.001
C -4.53714 -2.05581 1.47526 -0.055 0.096 0.001
H -8.22492 1.65425 0.20872 -0.003 0.001 0.001
C 3.50056 3.32785 2.01285 -0.013 0.004 -0.005
C -1.26116 2.57005 -2.43611 0.002 -0.054 0.036
C 0.96576 -4.41906 0.45234 -0.025 0.047 -0.052
H -5.82291 2.12294 -0.10879 0.005 0.000 -0.001
N 1.98583 1.69254 1.16517 -0.119 -0.296 -0.148
N -0.53787 1.45966 -1.83529 0.035 0.143 0.242
Mn 1.34163 -0.27443 0.53751 0.136 0.514 -0.012
H 3.47706 0.43822 -2.88661 -0.003 -0.028 -0.009
H 3.48904 -0.97840 -3.94656 0.003 0.002 0.005
H -4.72135 -2.48800 2.45775 -0.013 0.008 0.001
H 5.35849 -3.21474 1.49621 -0.005 -0.005 0.005
H -4.52794 -2.86432 0.74465 -0.017 -0.010 -0.010
C -6.14072 1.16310 0.28189 -0.007 -0.005 0.007
N 1.42677 -3.22246 0.85184 -0.086 0.000 0.032
C 5.48021 -1.38912 0.20015 -0.046 0.025 0.000
N 3.61439 -2.09743 1.14023 0.052 -0.061 -0.056
C -7.48886 0.90138 0.46058 -0.004 -0.012 0.005
C 0.98446 2.55054 1.37214 -0.018 0.032 0.049
C 1.97352 -1.00308 -2.38535 -0.041 0.109 -0.077
C 1.04579 -0.98705 4.74099 0.003 0.001 -0.038
C 0.52378 0.80637 -2.34557 0.194 -0.182 -0.096
H 2.56044 -1.62002 -1.72158 0.091 -0.059 0.110
H -0.56041 -4.95044 -1.05257 -0.004 0.000 0.001
H 2.95881 -3.85436 2.40579 -0.031 0.026 -0.018
C 1.91774 0.41615 -4.36790 -0.003 0.026 -0.061
C 3.21982 2.07570 1.49425 0.050 0.024 -0.038
H 1.34940 -5.32546 0.88919 -0.002 -0.007 0.004
N 1.20867 -0.03723 -1.59281 -0.076 0.108 0.044
B 2.50706 -2.86948 1.88651 -0.008 -0.094 0.028
C -0.40130 2.02403 1.07752 0.031 0.018 0.108
O -1.33985 2.80914 1.01825 -0.008 0.034 0.020
H 0.75073 -0.79273 5.75656 -0.004 0.001 0.001
H 6.50596 -1.29921 -0.10939 0.009 0.004 -0.005
H 4.00667 1.34963 1.34465 -0.029 0.009 0.027
H 2.64844 5.21215 2.60180 -0.002 0.002 0.000
H 1.53116 -0.30405 -5.09863 -0.004 0.010 -0.013
N 0.80443 -2.23535 0.17316 -0.023 -0.018 0.083
O -0.44892 0.75743 0.89145 0.030 -0.145 -0.261
H -0.75045 1.21327 -0.87377 -0.080 -0.166 -0.166
C -0.09927 1.84278 -4.46879 0.019 -0.038 -0.027
C 2.46050 4.22557 2.19877 -0.019 -0.005 -0.003
H -8.94225 -0.53671 1.12131 -0.003 0.000 -0.001
H -2.26831 2.24079 -2.71294 0.008 -0.008 0.032
C -5.58127 -1.02235 1.12649 -0.007 -0.024 -0.007
H -0.67036 -2.21018 -1.29301 -0.022 0.004 0.005
C -6.94010 -1.27856 1.30060 0.018 0.028 0.001
C -5.17862 0.21023 0.61024 0.039 -0.014 -0.023
H -3.44906 0.45234 -0.65498 -0.007 -0.006 -0.016
C 0.01276 -4.20978 -0.52375 0.009 0.026 -0.009
H 4.51960 3.58341 2.26735 0.001 0.006 0.006
C -0.04765 -2.81647 -0.65715 -0.019 -0.083 0.048
```
Forces are in eV/Å.

Its energy relative to the best compared isomer or geometry (same formula, charge and spin) is 0.0 kJ/mol. The spin multiplicity is 2.

=====

(2)
The following is a DFT calculation (wB97M-V/def2-TZVPD) of a molecular structure, C30H35CdN7O.

```
74
Properties=species:S:1:pos:R:3:forces:R:3
H -2.02595 5.01825 -2.45367 0.005 0.000 -0.001
H 2.96915 1.83040 -2.12714 -0.009 0.001 0.002
H 1.69549 -2.63971 0.92582 0.006 0.004 -0.004
H 2.45733 1.48396 1.86821 0.001 0.000 0.002
H -1.19113 0.36955 -5.93049 0.001 -0.001 0.000
C 2.22054 -0.54635 1.34185 0.010 0.003 -0.014
C -0.84134 -2.35586 -2.44046 -0.009 0.001 0.000
C -0.52253 1.46864 -2.76564 -0.006 -0.013 0.027
H -1.57000 1.18144 4.47689 0.002 0.000 0.001
H -0.68296 0.24136 5.70342 -0.005 0.006 0.008
C 1.14935 -0.97484 -1.86213 -0.038 -0.008 0.000
H 4.23744 -3.48394 -2.64508 0.005 -0.001 -0.001
H 2.82811 0.06667 4.37667 0.003 0.002 0.001
C -1.44687 0.18913 4.93048 0.006 -0.010 -0.011
H -4.08310 2.72740 -5.88064 -0.001 -0.001 -0.003
N -1.86124 3.13908 -1.51592 0.009 0.019 -0.019
H -4.25672 0.97584 -5.85082 -0.002 0.002 -0.006
C 0.32090 -0.79330 3.53608 -0.002 -0.031 -0.003
H 2.98916 -1.17142 5.61834 0.001 0.003 0.001
N -0.98160 -0.97170 -0.70976 -0.069 -0.041 -0.030
H -2.99652 -1.37459 3.36080 -0.002 0.001 -0.003
H -2.89099 -3.13878 -2.27108 -0.001 0.000 0.002
H 4.78080 0.16205 -2.30163 0.002 -0.006 0.000
C -1.66094 2.29820 -2.65750 -0.028 0.014 -0.012
H 1.90096 -2.97006 -1.88366 0.006 -0.001 0.001
N -0.19453 -1.43565 -1.69816 0.037 0.027 0.024
N 0.40705 1.37403 -1.76029 -0.008 0.015 0.068
H -2.94347 -1.38905 -0.15258 0.001 0.004 0.002
N -1.96491 2.65104 -0.26570 0.024 -0.057 0.022
C -2.10490 -2.49625 -1.91741 0.007 -0.017 0.005
O -0.28577 1.26366 2.33698 0.001 0.041 0.026
C -0.40667 0.79251 -3.99924 -0.027 0.012 -0.023
H -2.39233 -0.10015 5.39651 0.002 0.001 0.003
H -3.08420 1.72249 -6.93035 0.001 0.003 -0.002
C 3.75643 -0.17019 -2.17756 -0.012 -0.022 0.000
H 1.27013 -3.23006 4.83925 -0.001 -0.003 0.003
H 0.46708 0.17750 -4.17170 0.004 0.000 -0.002
C 0.80105 -2.38491 5.36596 0.003 0.006 0.002
H 0.02757 -2.82118 2.67544 -0.001 0.000 0.003
C -2.30130 4.87001 -0.23165 -0.025 -0.010 -0.012
C 0.56426 -1.89067 2.52685 0.005 0.010 -0.003
H -0.27528 -2.53444 5.38487 0.001 0.000 -0.002
N 1.10962 -1.09634 4.75983 0.006 -0.001 -0.008
Cd -0.36058 1.07248 0.28977 0.044 0.025 -0.055
H 1.17603 -2.38434 6.39114 -0.001 -0.005 0.002
H -3.46925 3.03130 -3.49664 0.000 -0.001 -0.002
N -1.08126 -0.81929 3.95069 0.000 0.018 0.003
C 3.48379 -1.53419 -2.12267 -0.009 0.026 0.006
C -2.48225 1.70523 -4.86251 0.007 -0.004 -0.013
H -2.36460 0.03137 2.47843 0.000 -0.002 0.001
C -2.13877 -1.60272 -0.83740 0.030 -0.018 -0.031
C 2.15874 -1.91907 -1.95949 0.003 -0.015 -0.008
H 2.99217 -0.53047 0.58023 -0.001 -0.001 -0.004
H 1.03460 1.19646 3.88432 0.000 -0.006 0.001
C -2.21651 3.69287 0.51942 0.009 0.022 -0.029
C 2.74497 0.77241 -2.07927 0.013 0.001 0.006
C -1.34750 0.91187 -5.00387 0.011 0.002 0.024
H 5.43128 -2.18813 -2.76128 0.002 -0.006 -0.001
H -2.49301 5.86799 0.11949 -0.003 -0.001 -0.001
H 4.94745 -2.80381 -1.18447 0.000 0.001 0.001
C -2.06733 4.46844 -1.52915 0.016 0.007 0.033
C -2.09477 -0.93605 2.92129 0.002 -0.012 0.006
H -2.29941 3.54382 1.58412 0.004 -0.002 0.002
C 0.75902 0.60905 2.99590 -0.010 0.025 0.020
C 2.54848 -0.94978 4.64506 -0.015 -0.001 -0.002
H -0.35814 -2.81881 -3.28384 -0.002 0.002 -0.001
C 1.93194 0.55062 2.04769 -0.002 0.004 0.001
H -1.75858 -1.59724 2.12298 -0.005 0.003 -0.006
C -2.60833 2.39345 -3.66689 0.000 0.001 0.000
C -3.53157 1.78861 -5.93809 -0.003 -0.004 0.020
C 1.41076 0.40272 -1.92293 0.016 -0.008 -0.022
H 2.99566 -1.63729 3.90939 0.001 0.001 -0.001
C 1.48582 -1.79267 1.56953 -0.014 -0.012 0.008
C 4.58400 -2.55863 -2.18491 -0.002 0.005 -0.003
```
Forces are in eV/Å.

Its energy relative to the best compared isomer or geometry (same formula, charge and spin) is 124.7 kJ/mol. The spin multiplicity is 1.

=====

(3)
The following is a DFT calculation (wB97M-V/def2-TZVPD) of a molecular structure, C30H35F2N4PRh.

```
73
Properties=species:S:1:pos:R:3:forces:R:3
H 2.50794 -2.90503 -4.47015 -0.001 -0.037 -0.066
C 0.63923 1.11222 3.66713 -0.065 -0.002 -0.093
H 2.41427 2.13958 0.59872 0.007 0.034 -0.024
C 1.87464 3.86945 -0.52124 -0.184 -0.099 -0.162
H -2.44226 0.69253 -5.58583 -0.005 0.023 0.009
H 0.88052 0.07951 3.43119 0.024 -0.012 0.076
C -2.29400 -0.39180 2.57739 0.293 -0.082 -0.353
C 1.08382 -3.27421 -2.19188 -0.021 0.087 0.092
H 2.08206 1.26123 5.24241 -0.006 0.003 -0.001
F -0.36522 4.12522 -3.29941 -0.027 0.052 -0.073
H 0.97088 -2.34020 -4.66817 -0.046 0.031 -0.022
C 1.76176 -2.01514 -2.72631 0.093 -0.090 0.420
C -3.91949 -2.16075 2.38900 -0.013 -0.048 -0.070
H 0.21779 -2.52223 0.97213 -0.078 -0.147 0.043
H -1.47724 3.61195 2.72073 -0.014 0.001 0.015
C 0.24513 2.21514 -2.06770 -0.006 -0.099 0.053
N -0.97983 0.18389 -2.07419 0.232 -0.060 0.342
P -1.26557 0.82093 1.71416 -0.818 0.506 0.970
C -2.03353 0.54742 -4.59410 0.000 -0.027 0.018
H -2.07434 -1.56574 -1.97085 0.032 0.007 -0.002
H 1.48557 3.59631 5.79517 0.002 -0.011 0.003
H -2.92980 -1.25777 0.70857 -0.081 -0.036 -0.001
C 3.16067 -1.81012 -2.15453 -0.062 0.116 0.045
H 3.57062 -0.85385 -2.49406 0.042 -0.040 -0.036
C -2.37736 -0.57653 -3.85085 -0.003 -0.009 0.066
H -3.15973 2.30355 1.67479 0.003 -0.011 0.060
H -3.43624 -1.28305 5.62840 -0.004 -0.004 -0.005
C -1.17320 1.48875 -4.05362 0.001 0.029 0.044
H -1.95763 2.77239 0.43410 -0.012 -0.013 0.000
H -0.80749 -2.73054 -0.25556 -0.028 -0.065 0.043
C 0.35303 3.58334 -2.32277 0.040 -0.210 0.154
H 0.80476 -4.38124 -0.39820 -0.021 0.013 -0.019
H -4.50997 -2.83671 1.78488 0.006 -0.001 0.010
C -0.66088 1.29550 -2.77057 -0.151 -0.068 -0.186
H 1.15379 -1.13333 -2.52072 -0.073 0.011 -0.205
H -0.91044 2.36952 -4.61817 0.022 0.017 0.015
H -1.85877 0.28698 4.57801 -0.011 0.001 0.006
H 2.50986 -3.16417 0.97038 0.021 -0.034 -0.007
C 2.51723 -3.14622 -0.12312 -0.154 0.226 0.003
H 4.22171 -1.87827 -0.31893 -0.016 0.035 0.014
N 2.52170 -0.66597 -0.04139 -0.229 0.242 0.200
H 1.62005 -4.15404 -2.56187 -0.054 -0.025 -0.033
C -0.02925 3.73556 4.28652 0.016 0.039 0.020
C -2.46832 1.93774 0.91633 0.315 -0.110 -0.216
C -3.03319 -1.28369 1.79172 0.070 0.066 0.016
C 0.97867 1.71151 -0.98469 0.012 0.318 -0.122
H 2.67564 -0.67999 0.96503 0.117 0.028 0.015
H 0.05218 -3.33683 -2.55146 0.030 -0.044 -0.063
C 0.96953 3.08121 4.99617 -0.054 0.037 -0.044
H 1.21701 5.47701 -1.78855 -0.021 -0.017 -0.005
C -4.05932 -2.16036 3.77288 0.036 0.029 0.026
H -3.03640 1.38332 0.16912 -0.006 -0.001 0.013
C 1.10386 -3.36359 -0.66077 0.249 -0.088 -0.103
N 1.87254 -2.13821 -4.22990 0.039 0.021 -0.009
H -0.29251 4.75518 4.53370 0.014 -0.004 0.007
F 2.64338 4.64274 0.22114 0.048 0.093 0.035
C 1.30630 1.76865 4.68473 0.079 -0.047 0.030
N 0.13748 -2.42446 -0.03808 -0.189 0.412 -0.020
C -2.42645 -0.39925 3.96392 0.039 0.034 -0.006
C 1.15625 4.41916 -1.56648 0.084 0.143 0.041
H -3.07703 -1.31290 -4.22116 0.012 0.004 -0.016
C -3.31780 -1.28326 4.55327 -0.029 -0.060 0.035
C 1.81909 2.50975 -0.23012 0.107 -0.255 0.199
C -0.37743 1.76531 2.96043 0.181 -0.232 -0.291
Rh 0.11748 -0.06728 -0.07630 0.288 -0.271 -0.662
H 3.83209 -2.59920 -2.50738 -0.006 -0.002 -0.022
H 2.25186 -1.28995 -4.65749 -0.005 0.040 -0.022
C -1.81961 -0.71668 -2.59572 -0.109 -0.046 -0.100
C -0.70197 3.08682 3.26203 -0.005 -0.007 -0.066
H 3.13250 -3.99011 -0.43859 0.024 -0.023 0.047
C 3.17198 -1.86056 -0.62347 0.012 -0.293 -0.097
H -4.75160 -2.84595 4.24257 -0.009 0.012 0.004
H 2.98901 0.16979 -0.38234 0.025 0.020 0.032
```
Forces are in eV/Å.

The total charge is +3. The spin multiplicity is 5.

=====

In hartree, the DFT total energy values for the records above are, in order, -3306.2858 -1790.3880 -2033.8583.